[1]
Molecular formula: C16H23F6N3PRh
Method: DFT, ωB97M-V/def2-TZVPD

As for the lowest unoccupied orbital energy (spin up / spin down): -0.356 / -0.441 Eh. Its expectation value of S² is 0.7785. The spin multiplicity is 2. The calculation puts the energy above the lowest of the compared OMol25 structures with the same formula, charge and spin at 0.0 kcal/mol. The HOMO energy (spin up / spin down) comes out at -0.6507 / -0.6800 Eh. The total charge is +3. The orbital gap (spin up / spin down) is 8.03 / 6.50 eV.

Positions of all 50 atoms, in Å:
Rh (1.0615, 0.6415, 0.2891)
N (-1.2497, -4.8023, 1.1395)
C (-0.4240, -3.6299, 1.6280)
C (-1.1843, -2.3198, 1.4785)
C (-0.4103, -1.1959, 2.2045)
N (-0.5453, 0.0793, 1.4266)
C (1.0665, -1.5401, 2.4179)
C (1.6853, -2.2822, 1.2355)
N (1.8746, -1.3249, 0.0891)
C (0.8737, -3.5386, 0.8327)
H (-2.1069, -4.9147, 1.6910)
H (-0.7272, -5.6818, 1.2205)
H (-1.5276, -4.7053, 0.1581)
H (-0.2330, -3.8529, 2.6783)
H (-2.2003, -2.3793, 1.8728)
H (-1.2571, -2.0929, 0.4076)
H (-0.8779, -1.0325, 3.1753)
H (-0.6507, 0.8629, 2.0733)
H (-1.4087, 0.0573, 0.8851)
H (1.1719, -2.1501, 3.3166)
H (1.6385, -0.6315, 2.6409)
H (2.6802, -2.6170, 1.5257)
H (1.8087, -1.8119, -0.8023)
H (2.8532, -1.0248, 0.1215)
H (1.4893, -4.4275, 0.9735)
H (0.6188, -3.4945, -0.2319)
C (-2.9885, 4.0832, -1.7279)
C (-2.4530, 3.8211, -0.4828)
C (-1.4741, 2.8345, -0.3214)
C (-0.9975, 2.0718, -1.4162)
C (0.0155, 1.0868, -1.3449)
C (0.4534, 0.4255, -2.4890)
C (-0.0991, 0.7063, -3.7280)
C (-1.1065, 1.6686, -3.8382)
C (-1.5568, 2.3519, -2.7070)
C (-2.5453, 3.3553, -2.8325)
H (-3.7386, 4.8523, -1.8542)
H (-2.7773, 4.3892, 0.3790)
H (-1.0539, 2.6977, 0.6605)
H (1.2665, -0.2876, -2.4273)
H (0.2583, 0.1984, -4.6140)
H (-1.5289, 1.8998, -4.8083)
H (-2.9552, 3.5653, -3.8136)
F (2.7154, 1.5142, -0.5528)
P (2.9530, 3.0199, 0.4113)
F (2.1488, 3.6937, -0.7316)
F (1.0116, 2.4798, 0.9785)
F (2.7937, 4.1891, 1.3896)
F (4.3618, 3.2084, -0.1316)
F (3.2777, 1.9840, 1.5549)

[2]
Molecular formula: C16H23N3
Method: DFT, ωB97M-V/def2-TZVPD

As for the lowest unoccupied orbital energy: -0.008 Eh. The calculation puts the energy above the lowest of the compared OMol25 structures with the same formula, charge and spin at 281.5 kcal/mol. The HOMO energy comes out at -0.2806 Eh. The orbital gap is 7.43 eV.

Positions of all 42 atoms, in Å:
C (5.9974, 1.8527, 0.1658)
C (4.6478, 1.3917, 0.1757)
C (4.2283, 0.6966, -1.0806)
C (2.6437, 0.1939, -1.0816)
C (2.2466, -0.9705, -0.1313)
C (0.7072, -1.3157, -0.0388)
C (0.2961, -2.3738, 1.1498)
H (1.0216, -3.0940, 0.7869)
C (-1.1150, -2.6991, 0.7442)
N (-1.9695, -1.6992, 1.0163)
C (-2.7235, -0.8616, 0.0296)
N (-2.6491, -1.4950, -1.2992)
C (-3.1945, -1.2002, -2.3074)
N (-3.9715, 0.1113, -2.1017)
C (-4.1587, 0.5822, -1.0494)
C (-5.0513, 1.6952, -0.6769)
C (-5.1227, 2.1649, 0.4667)
C (-4.5534, 1.7734, 1.6345)
C (-3.5954, 0.8361, 1.4020)
C (-3.5263, 0.1382, 0.3498)
H (-3.2641, 0.3541, 2.2698)
H (-4.7862, 2.4075, 2.6621)
H (-5.8037, 3.3075, 0.5616)
H (-5.5279, 2.1421, -1.5208)
H (-3.0914, -1.3138, -3.4067)
H (-1.9281, -1.1771, 1.9148)
H (-1.2200, -3.3027, -0.1658)
H (-1.2325, -3.3447, 1.5454)
H (0.4482, -1.8417, 2.0856)
H (0.6178, -1.7050, -1.0029)
H (0.1294, -0.2392, -0.0538)
H (2.8359, -1.6940, -0.2035)
H (2.4217, -0.3238, 1.0310)
H (2.3138, -0.3217, -2.0537)
H (1.9514, 1.0608, -0.9168)
H (4.3164, 1.4101, -1.9051)
H (4.7011, -0.2948, -1.2956)
H (3.8474, 2.2967, 0.5479)
H (4.3538, 0.8334, 1.0909)
H (5.9757, 2.6160, -0.6951)
H (6.6874, 0.9159, 0.1502)
H (6.0959, 2.4870, 1.2057)

[3]
Molecular formula: C16H23N3O6
Method: DFT, ωB97M-V/def2-TZVPD

As for the lowest unoccupied orbital energy: 0.011 Eh. The calculation puts the energy above the lowest of the compared OMol25 structures with the same formula, charge and spin at 142.6 kcal/mol. As for the SMILES: O=[N+]([O-])c1cc2c(cc1CN1CCN(CCOCCO)CC1)OCO2. The HOMO energy comes out at -0.3119 Eh. The orbital gap is 8.79 eV.

Positions of all 48 atoms, in Å:
O (-1.7045, 2.1774, -0.5431)
N (-2.2784, 1.7834, 0.4495)
O (-2.0964, 2.1979, 1.5757)
C (-3.3984, 0.8805, 0.2545)
C (-4.4334, 1.3063, -0.5785)
C (-5.5044, 0.4559, -0.6999)
C (-5.5389, -0.7744, -0.0342)
C (-4.5007, -1.2016, 0.7596)
C (-3.4096, -0.3463, 0.9075)
C (-2.1798, -0.7146, 1.6914)
N (-1.0286, -0.2359, 0.9494)
C (0.1381, 0.0580, 1.7542)
C (1.1966, 0.7284, 0.8842)
N (1.5593, -0.1465, -0.2185)
C (2.6491, 0.3864, -1.0136)
C (3.9875, 0.2837, -0.2805)
O (5.0124, 0.3977, -1.2467)
C (6.3053, 0.5561, -0.7206)
C (6.8752, -0.7259, -0.0889)
O (8.2299, -0.5840, 0.2577)
C (0.3747, -0.3905, -1.0240)
C (-0.6809, -1.0855, -0.1717)
O (-6.7033, -1.4158, -0.3320)
C (-7.4131, -0.5559, -1.2016)
O (-6.6479, 0.6097, -1.4275)
H (-4.3897, 2.2529, -1.0902)
H (-4.5294, -2.1627, 1.2444)
H (-2.2040, -0.1994, 2.6565)
H (-2.1490, -1.7985, 1.8779)
H (-0.1595, 0.7457, 2.5495)
H (0.5579, -0.8568, 2.2030)
H (2.0801, 0.9243, 1.4923)
H (0.7999, 1.6885, 0.5148)
H (2.7402, -0.2185, -1.9185)
H (2.4721, 1.4300, -1.3202)
H (4.0984, 1.0806, 0.4682)
H (4.0336, -0.6869, 0.2316)
H (6.9277, 0.8421, -1.5757)
H (6.3312, 1.3702, 0.0195)
H (6.7284, -1.5614, -0.7881)
H (6.3592, -0.9564, 0.8454)
H (8.7371, -0.3805, -0.5364)
H (0.6440, -1.0362, -1.8623)
H (-0.0478, 0.5486, -1.4180)
H (-1.5787, -1.2624, -0.7696)
H (-0.2884, -2.0559, 0.1762)
H (-7.5959, -1.0691, -2.1585)
H (-8.3769, -0.2830, -0.7439)